1.
Density functional theory data (ωB97M-V with the def2-TZVPD basis set) for a structure of composition C23H21MoN2O5S.

Summary:
- energy relative to the best compared isomer or geometry (same formula, charge and spin) (kcal/mol) = 30.28
- charge = +3

Last column: Löwdin charge in e.
Cartesian coordinates (Å):
Mo -0.20 -1.98 1.54  1.945
O -1.76 -1.76 2.45  -0.220
C -3.10 -1.82 2.15  -0.246
C -4.00 -1.05 2.84  0.035
C -5.35 -1.19 2.52  0.012
C -5.78 -2.10 1.56  -0.015
C -4.86 -2.89 0.90  0.022
C -3.49 -2.75 1.17  -0.135
C -2.55 -3.63 0.55  0.005
N -1.25 -3.58 0.65  -0.125
C -0.41 -4.58 -0.01  -0.153
C 0.70 -4.89 0.96  -0.149
N 1.19 -3.58 1.48  -0.104
C 2.42 -3.56 1.92  0.001
C 3.07 -2.53 2.65  -0.136
C 4.39 -2.70 3.09  0.029
C 4.98 -1.75 3.89  -0.014
C 4.25 -0.62 4.28  0.016
C 2.94 -0.42 3.86  0.039
C 2.38 -1.38 3.05  -0.244
O 1.09 -1.25 2.60  -0.223
H -3.67 -0.37 3.61  0.140
H -6.08 -0.59 3.05  0.135
H -6.83 -2.20 1.34  0.132
H -5.19 -3.61 0.16  0.137
H -2.96 -4.43 -0.05  0.163
H -0.02 -4.15 -0.94  0.140
H -0.99 -5.48 -0.25  0.143
H 1.51 -5.44 0.49  0.141
H 0.31 -5.47 1.80  0.144
H 3.00 -4.46 1.76  0.160
H 4.94 -3.59 2.80  0.138
H 5.99 -1.88 4.24  0.132
H 4.71 0.11 4.92  0.136
H 2.37 0.45 4.16  0.139
C 0.34 7.88 -5.40  0.001
C 0.42 6.56 -4.73  -0.175
C 1.15 6.40 -3.54  0.023
C 1.24 5.18 -2.92  0.000
C 0.56 4.09 -3.52  -0.342
C -0.18 4.21 -4.72  0.000
C -0.24 5.45 -5.30  0.020
S 0.69 2.59 -2.82  0.973
O 1.46 2.50 -1.64  -0.194
O 0.02 1.52 -3.45  -0.186
O -0.16 -1.11 0.15  -0.319
H 0.88 8.65 -4.86  0.096
H -0.70 8.18 -5.52  0.115
H 0.76 7.81 -6.41  0.117
H 1.65 7.25 -3.11  0.140
H 1.80 5.04 -2.01  0.133
H -0.68 3.36 -5.16  0.135
H -0.80 5.58 -6.22  0.144

2.
Density functional theory data (ωB97M-V with the def2-TZVPD basis set) for the molecule C23H21N3O5S.

Summary:
- energy relative to the best compared isomer or geometry (same formula, charge and spin) (kcal/mol) = 55.36

Last column: Löwdin charge in e.
Cartesian coordinates (Å):
C 0.27 -2.07 -4.63  -0.062
C -0.50 -1.51 -3.43  -0.379
C -1.32 -0.29 -3.85  -0.055
C 0.46 -1.20 -2.31  -0.209
C 0.46 -1.95 -1.15  -0.015
C 1.37 -1.72 -0.14  -0.026
C 2.30 -0.69 -0.26  -0.285
N 3.22 -0.47 0.78  0.121
C 3.56 0.67 1.42  -0.538
O 4.43 0.67 2.27  0.064
C 2.81 1.95 1.09  -0.315
S 1.00 1.68 1.05  1.088
C 0.57 2.42 -0.48  -0.491
N 1.52 3.11 -1.09  0.046
C 1.26 3.72 -2.23  -0.115
C 0.02 3.68 -2.85  -0.042
C -0.97 2.94 -2.23  0.003
C -0.72 2.28 -1.03  -0.113
C -1.78 1.42 -0.48  -0.425
O -2.81 1.17 -1.06  0.117
O -1.42 0.90 0.71  -0.021
C -2.11 -0.13 1.30  -0.200
C -3.50 -0.23 1.32  0.024
C -4.10 -1.30 1.96  -0.043
C -3.34 -2.28 2.57  0.006
C -1.95 -2.17 2.54  -0.136
N -1.13 -3.19 3.13  -0.357
O -1.68 -4.03 3.81  0.093
O 0.06 -3.16 2.90  0.078
C -1.33 -1.10 1.92  0.085
C 2.33 0.05 -1.43  -0.033
C 1.42 -0.19 -2.44  -0.025
H -0.42 -2.36 -5.42  0.077
H 0.95 -1.33 -5.03  0.077
H 0.85 -2.94 -4.34  0.082
H -1.19 -2.28 -3.08  0.133
H -2.00 -0.55 -4.66  0.081
H -1.92 0.08 -3.01  0.059
H -0.68 0.52 -4.19  0.072
H -0.26 -2.75 -1.04  0.118
H 1.36 -2.33 0.75  0.105
H 3.63 -1.30 1.20  0.162
H 3.03 2.68 1.86  0.089
H 3.08 2.36 0.11  0.065
H 2.09 4.26 -2.66  0.115
H -0.15 4.19 -3.78  0.104
H -1.96 2.84 -2.67  0.127
H -4.10 0.53 0.84  0.120
H -5.18 -1.38 1.98  0.113
H -3.79 -3.13 3.06  0.120
H -0.26 -1.00 1.90  0.107
H 3.08 0.82 -1.57  0.117
H 1.46 0.40 -3.34  0.117

3.
Density functional theory data (ωB97M-V with the def2-TZVPD basis set) for a structure of composition C23H21N6O2PdS.

Summary:
- energy relative to the best compared isomer or geometry (same formula, charge and spin) (kcal/mol) = 25.27
- charge = +1

Last column: Löwdin charge in e.
Cartesian coordinates (Å):
Pd 1.84 -1.15 0.19  0.816
C 5.33 1.40 0.87  0.012
C 4.07 0.75 0.39  -0.205
N 3.63 -0.37 0.83  -0.063
N 4.36 -1.09 1.73  0.025
C 3.97 -2.35 1.97  -0.774
N 4.69 -3.07 2.83  0.135
S 2.64 -3.03 1.17  0.814
C 3.26 1.35 -0.73  -0.234
C 3.20 2.70 -0.99  0.011
C 2.40 3.12 -2.05  -0.019
C 1.73 2.17 -2.81  -0.017
C 1.86 0.83 -2.46  -0.106
N 2.60 0.43 -1.43  0.042
H 5.48 1.27 1.94  0.089
H 5.32 2.47 0.67  0.083
H 6.18 0.97 0.33  0.117
H 5.22 -0.71 2.11  0.148
H 5.48 -2.70 3.33  0.127
H 4.41 -4.02 3.02  0.119
H 3.73 3.42 -0.39  0.117
H 2.29 4.17 -2.27  0.122
H 1.11 2.46 -3.64  0.119
H 1.36 0.05 -3.02  0.119
O -0.53 -3.98 0.37  0.075
C -0.86 -2.82 0.29  -0.531
N -2.13 -2.28 0.32  0.163
C -2.17 -0.83 0.08  -0.263
C -0.66 -0.57 0.07  -0.464
O -0.05 0.50 0.00  0.013
N 0.01 -1.72 0.16  -0.018
C -2.81 -0.53 -1.27  -0.150
C -2.05 -0.28 -2.41  -0.018
C -2.67 -0.10 -3.64  -0.069
C -4.05 -0.18 -3.74  -0.076
C -4.81 -0.43 -2.61  -0.062
C -4.20 -0.61 -1.38  -0.025
C -2.81 -0.05 1.23  -0.160
C -3.07 1.31 1.05  -0.026
C -3.63 2.05 2.07  -0.066
C -3.92 1.45 3.29  -0.081
C -3.65 0.11 3.48  -0.072
C -3.09 -0.64 2.45  -0.023
H -2.92 -2.88 0.19  0.165
H -0.98 -0.21 -2.34  0.090
H -2.07 0.10 -4.52  0.104
H -4.53 -0.03 -4.70  0.107
H -5.89 -0.50 -2.68  0.109
H -4.80 -0.79 -0.50  0.126
H -2.85 1.78 0.10  0.125
H -3.84 3.10 1.92  0.107
H -4.37 2.03 4.09  0.105
H -3.88 -0.37 4.42  0.106
H -2.88 -1.69 2.60  0.111

4.
Density functional theory data (ωB97M-V with the def2-TZVPD basis set) for a structure of composition C23H21N7SV.

Summary:
- expectation value of S² = 0.773
- energy relative to the best compared isomer or geometry (same formula, charge and spin) (kcal/mol) = 0.00
- charge = +4
- 2S+1 = 2

Last column: Löwdin charge in e.
Cartesian coordinates (Å):
V 0.41 -0.49 -0.02  0.864
C 0.76 -3.17 3.31  0.033
C 2.05 -2.89 3.77  0.060
C 2.77 -1.85 3.19  0.076
C 2.19 -1.13 2.16  -0.168
N 0.94 -1.42 1.70  -0.013
C 0.24 -2.40 2.29  -0.055
C 2.80 0.00 1.46  -0.161
C 4.05 0.54 1.69  0.085
C 4.44 1.65 0.95  0.083
C 3.57 2.23 0.03  0.085
C 2.34 1.64 -0.16  -0.155
N 1.98 0.53 0.53  -0.026
C 1.26 2.10 -1.05  -0.169
C 1.27 3.25 -1.81  0.078
C 0.14 3.57 -2.57  0.061
C -0.96 2.72 -2.54  0.036
C -0.90 1.58 -1.76  -0.054
N 0.18 1.27 -1.03  -0.021
H 0.17 -3.96 3.75  0.144
H 2.48 -3.47 4.58  0.153
H 3.75 -1.60 3.56  0.144
H -0.77 -2.57 1.95  0.120
H 4.72 0.11 2.42  0.145
H 5.42 2.09 1.11  0.156
H 3.87 3.10 -0.53  0.147
H 2.13 3.91 -1.82  0.145
H 0.12 4.47 -3.16  0.153
H -1.85 2.93 -3.12  0.144
H -1.73 0.89 -1.73  0.129
C -3.13 -3.13 -0.82  0.054
C -2.11 -2.12 -0.46  -0.192
N -0.86 -2.12 -0.78  -0.006
N -0.34 -3.13 -1.55  0.056
C 0.92 -3.01 -1.98  -0.647
N 1.48 -3.91 -2.74  0.224
S 1.78 -1.58 -1.50  0.937
C -2.46 -0.97 0.39  -0.201
C -3.73 -0.68 0.84  0.078
C -3.92 0.43 1.66  0.064
C -2.82 1.20 2.02  0.050
C -1.57 0.85 1.53  -0.047
N -1.40 -0.20 0.71  -0.047
H -3.92 -2.67 -1.43  0.138
H -3.63 -3.51 0.08  0.132
H -2.76 -3.99 -1.38  0.093
H -0.93 -3.89 -1.86  0.174
H 1.01 -4.75 -3.06  0.171
H 2.44 -3.81 -3.07  0.158
H -4.57 -1.30 0.56  0.146
H -4.91 0.69 2.02  0.154
H -2.93 2.06 2.67  0.149
H -0.69 1.42 1.80  0.143

5.
Density functional theory data (ωB97M-V with the def2-TZVPD basis set) for a structure of composition C23H22BCaClF3LiN2NaO18PSV.

Summary:
- charge = +1
- energy (Ha) = -5667.9997

Last column: Löwdin charge in e.
Cartesian coordinates (Å):
C 1.67 0.52 -2.97  0.138
C 0.70 -0.10 -2.30  -0.171
P -0.84 -0.97 -1.60  1.094
C -1.65 0.00 -0.15  -0.365
N -1.72 -0.85 1.10  -0.139
C -1.52 -0.02 2.36  -0.154
C -2.05 -1.20 -3.07  -0.392
C -2.06 -2.63 -3.67  0.000
C -3.02 -2.84 -4.93  0.042
C -3.78 -1.50 -5.31  0.004
C -3.66 -0.14 -4.54  -0.078
N -2.78 -0.01 -3.42  -0.025
H 2.24 1.04 -3.83  0.143
H -0.50 -2.27 -1.06  0.090
H -2.70 0.37 -0.45  0.089
H -0.92 0.88 0.07  0.087
H -2.67 -1.28 1.17  0.132
H -0.65 0.77 2.26  0.127
H -2.49 0.54 2.68  0.013
H -1.22 -0.74 3.22  0.162
H -1.41 -3.51 -3.27  0.115
H -3.13 -3.83 -5.49  0.121
H -4.48 -1.52 -6.22  0.114
H -4.28 0.76 -4.92  0.128
O -5.60 2.07 4.58  -0.283
Cl -4.76 2.84 3.70  0.703
O -5.55 3.34 2.59  -0.392
O -3.69 1.99 3.19  -0.610
O -4.19 3.94 4.42  -0.215
C -4.42 1.03 7.45  -0.122
C -4.38 0.39 8.68  -0.072
C -3.16 0.17 9.31  -0.074
C -1.98 0.61 8.72  -0.072
C -2.02 1.26 7.48  -0.119
C -3.24 1.46 6.85  -0.146
H -5.37 1.20 6.95  0.071
H -5.30 0.06 9.15  0.107
H -3.13 -0.33 10.28  0.059
H -1.03 0.44 9.21  0.108
H -1.10 1.60 7.02  0.088
H -3.27 1.96 5.88  0.039
Li -7.65 3.07 3.23  0.898
B 1.07 5.12 -1.11  -0.965
O -0.08 4.93 -0.21  0.254
C 0.27 4.01 0.67  -0.386
O -0.46 3.60 1.56  0.024
C 1.63 3.55 0.41  -0.403
O 2.23 2.71 1.03  0.205
O 2.12 4.20 -0.65  0.259
F 1.54 6.47 -1.04  0.147
F 0.70 4.80 -2.47  0.061
Na -0.03 2.84 -3.13  0.700
C 3.49 -5.23 -3.93  0.073
C 4.78 -5.20 -4.26  -0.205
C 5.45 -3.93 -4.67  -0.280
O 6.64 -3.92 -4.93  0.144
C 4.63 -2.71 -4.74  0.083
C 3.34 -2.75 -4.42  -0.216
C 2.68 -4.00 -3.98  -0.310
O 1.49 -3.99 -3.67  0.037
O 2.57 -1.62 -4.48  0.033
O 5.55 -6.32 -4.22  0.106
H 2.99 -6.14 -3.63  0.134
H 5.12 -1.80 -5.05  0.101
H 1.68 -1.90 -4.20  0.071
H 6.45 -6.04 -4.49  0.123
O 5.51 -0.64 -2.76  -0.270
S 5.44 0.38 -1.69  0.212
O 4.41 0.01 -0.71  -0.345
O 5.11 1.69 -2.29  -0.294
O 6.75 0.47 -1.02  -0.259
Ca -2.56 2.09 1.68  1.504
F -3.46 0.22 11.97  -0.674
O 7.09 -0.60 -5.17  -0.540
V 8.56 0.17 -4.64  1.186
O 10.04 0.94 -4.13  -0.551

6.
Density functional theory data (ωB97M-V with the def2-TZVPD basis set) for a structure of composition C23H22BrCl3FIN3O3RhSi.

Summary:
- energy relative to the best compared isomer or geometry (same formula, charge and spin) (kcal/mol) = 0.00
- charge = +2

Last column: Löwdin charge in e.
Cartesian coordinates (Å):
Rh -1.56 -3.28 1.52  0.511
F -0.94 2.09 -2.65  0.090
C -0.14 1.72 -1.63  -0.187
C -0.47 0.62 -0.89  0.101
C 0.34 0.27 0.20  -0.037
C 0.00 -0.88 1.02  -0.249
O -1.02 -1.56 0.66  -0.188
C 0.80 -1.13 2.15  -0.012
C 1.89 -0.32 2.37  0.075
N 2.26 0.70 1.59  0.033
C 3.42 1.50 1.95  -0.248
C 4.65 0.81 2.44  -0.066
C 4.64 1.42 1.08  -0.080
C 1.47 1.04 0.50  -0.095
C 1.79 2.16 -0.29  0.098
C 0.99 2.50 -1.36  -0.158
N 1.32 3.66 -2.14  -0.098
C 0.44 4.80 -1.89  -0.138
C 1.07 6.06 -2.46  -0.079
N 1.35 5.86 -3.92  0.066
C 2.20 4.64 -4.17  -0.079
C 1.50 3.44 -3.57  -0.142
C 0.58 -2.18 3.21  -0.590
O 1.32 -2.20 4.17  0.104
O -0.42 -3.01 3.08  -0.215
H -1.35 0.04 -1.12  0.142
H 2.50 -0.52 3.24  0.157
H 3.15 2.45 2.39  0.161
H 4.64 -0.27 2.50  0.116
H 5.20 1.29 3.23  0.120
H 4.60 0.74 0.24  0.118
H 5.20 2.33 0.91  0.112
H 2.66 2.76 -0.08  0.127
H 0.32 4.94 -0.82  0.148
H -0.56 4.65 -2.32  0.139
H 2.03 6.27 -1.98  0.144
H 0.41 6.92 -2.36  0.144
H 1.81 6.69 -4.30  0.188
H 0.47 5.76 -4.43  0.187
H 3.16 4.82 -3.69  0.144
H 2.33 4.54 -5.25  0.144
H 2.13 2.56 -3.73  0.150
H 0.55 3.26 -4.09  0.132
Br -3.98 -7.00 -0.98  0.759
C -4.89 -6.15 0.43  -0.751
C -5.76 -6.91 1.21  -0.108
C -6.45 -6.32 2.25  -0.046
C -6.29 -4.97 2.53  -0.058
C -5.44 -4.20 1.76  -0.152
C -4.74 -4.80 0.72  -0.707
I -3.42 -3.59 -0.38  1.154
H -5.88 -7.96 0.99  0.112
H -7.11 -6.92 2.85  0.121
H -6.84 -4.51 3.34  0.118
H -5.32 -3.14 1.96  0.098
Cl -0.30 -5.81 -0.86  0.336
Si -0.23 -4.97 0.97  -0.713
Cl -1.72 -5.67 2.26  0.419
Cl 1.64 -5.05 1.66  0.427

7.
Density functional theory data (ωB97M-V with the def2-TZVPD basis set) for a structure of composition C23H22CdN9O2.

Summary:
- energy relative to the best compared isomer or geometry (same formula, charge and spin) (kcal/mol) = 21.15
- charge = -1

Last column: Löwdin charge in e.
Cartesian coordinates (Å):
Cd -0.52 0.07 -0.26  1.359
O 1.62 2.55 -3.27  -0.003
C 0.97 1.98 -2.37  -0.495
N 1.05 0.70 -1.93  0.007
C 2.26 0.02 -1.86  -0.241
C 3.22 0.03 -2.88  -0.034
C 4.30 -0.86 -2.78  -0.114
C 4.49 -1.70 -1.67  -0.127
C 3.58 -1.71 -0.65  -0.062
C 2.48 -0.84 -0.72  -0.244
N 1.66 -0.60 0.35  -0.003
C 2.09 -1.04 1.54  -0.477
O 3.06 -1.83 1.81  -0.071
C 1.43 -0.48 2.75  -0.203
C 1.58 -1.10 4.02  -0.023
C 1.19 -0.48 5.20  -0.086
C 0.74 0.85 5.13  -0.073
C 0.56 1.37 3.83  -0.169
N 0.74 0.67 2.72  0.067
C -0.08 2.85 -1.73  -0.174
C -0.54 3.96 -2.48  0.008
C -1.51 4.79 -1.91  -0.050
C -2.10 4.42 -0.68  -0.070
C -1.63 3.27 -0.05  -0.176
N -0.71 2.48 -0.59  0.024
H 2.97 0.69 -3.72  0.100
H 5.07 -0.83 -3.54  0.078
H 5.37 -2.29 -1.52  0.083
H 3.67 -2.45 0.15  0.094
H 2.03 -2.07 4.02  0.102
H 1.25 -1.03 6.14  0.102
H 0.67 1.44 6.06  0.096
H 0.13 2.36 3.69  0.093
H -0.20 4.09 -3.48  0.106
H -1.81 5.69 -2.46  0.103
H -2.77 5.02 -0.04  0.101
H -1.86 3.02 0.97  0.085
N -0.48 -2.67 -0.21  -0.025
C -1.90 -3.12 0.03  -0.291
C -2.55 -2.67 1.32  -0.202
C -2.99 -1.18 1.26  -0.288
N -1.89 -0.23 1.50  -0.067
H -0.11 -3.15 -1.02  0.067
H 0.12 -3.05 0.56  0.085
H -2.00 -4.23 -0.05  0.106
H -2.48 -2.61 -0.77  0.081
H -1.91 -2.83 2.22  0.114
H -3.44 -3.32 1.35  0.108
H -3.82 -0.99 1.94  0.102
H -3.38 -1.05 0.22  0.071
H -1.42 -0.42 2.38  0.059
H -2.29 0.72 1.68  0.089
N -2.43 -0.27 -1.73  0.006
C -2.58 -0.11 -2.90  -0.371
N -2.60 0.06 -4.19  0.040
C -3.00 -0.71 -5.18  -0.435
N -3.28 -1.20 -6.22  0.037

8.
Density functional theory data (ωB97M-V with the def2-TZVPD basis set) for a structure of composition C23H22Cl2CoN2O3Te.

Summary:
- expectation value of S² = 0.893
- energy relative to the best compared isomer or geometry (same formula, charge and spin) (kcal/mol) = 1.91
- 2S+1 = 2

Last column: Löwdin charge in e.
Cartesian coordinates (Å):
Co -1.23 1.31 0.10  0.240
O -0.88 0.91 1.99  -0.341
C 0.12 1.33 2.72  -0.363
C -0.01 1.28 4.12  -0.015
C 1.01 1.71 4.95  -0.083
C 2.19 2.22 4.41  -0.106
C 2.33 2.29 3.05  -0.053
C 1.33 1.83 2.17  -0.164
C 1.57 1.90 0.76  -0.070
N 0.79 1.40 -0.15  -0.059
N 1.16 1.49 -1.44  0.069
C 0.15 1.55 -2.26  -0.443
O -1.07 1.62 -1.86  -0.133
C 0.43 1.60 -3.71  -0.149
C 1.73 1.64 -4.20  -0.030
C 1.95 1.73 -5.56  -0.085
C 0.88 1.78 -6.44  -0.093
C -0.42 1.73 -5.96  -0.084
C -0.65 1.65 -4.60  -0.025
H -0.93 0.89 4.52  0.117
H 0.88 1.65 6.02  0.103
H 2.98 2.56 5.06  0.096
H 3.24 2.68 2.62  0.109
H 2.48 2.40 0.43  0.132
H 2.55 1.61 -3.51  0.104
H 2.96 1.77 -5.95  0.100
H 1.05 1.84 -7.51  0.099
H -1.26 1.77 -6.64  0.100
H -1.65 1.62 -4.20  0.111
O -1.12 3.65 0.55  -0.059
H -0.98 4.09 -0.30  0.073
H -0.32 3.77 1.08  0.060
Cl -4.88 -0.55 0.55  0.497
C -5.08 1.18 0.20  -0.913
Cl -3.53 2.04 0.10  0.698
H -5.67 1.62 1.00  0.036
H -5.59 1.27 -0.76  0.036
C 0.42 -1.85 1.55  -0.370
Te -1.54 -1.34 0.81  1.441
C -1.20 -3.17 -0.34  -0.387
C -0.30 -3.99 0.52  -0.307
C -0.24 -5.38 0.43  -0.045
C 0.58 -6.11 1.27  -0.090
C 1.37 -5.46 2.20  -0.090
C 1.33 -4.08 2.29  -0.041
C 0.50 -3.34 1.46  -0.297
H 0.53 -1.49 2.57  0.062
H 1.19 -1.37 0.94  0.073
H -0.70 -2.90 -1.28  0.063
H -2.12 -3.70 -0.59  0.054
H -0.85 -5.88 -0.31  0.111
H 0.60 -7.19 1.20  0.099
H 2.00 -6.03 2.87  0.100
H 1.95 -3.56 3.02  0.114

Number 1: F_max 0.273 eV/A. Number 2: F_max 1.331 eV/A. Number 3: F_max 1.801 eV/A. Number 4: F_max 1.304 eV/A. Number 5: F_max 6.840 eV/A. Number 6: F_max 0.323 eV/A. Number 7: F_max 3.080 eV/A. Number 8: F_max 2.507 eV/A.